(1)
C2H7P | ωB97M-V/def2-TZVPD

Output
multiplicity = 1
LUMO energy = 0.071 eV
HOMO = -9.043 eV
total charge = 0

Geometry as XYZ:
```
10
Properties=species:S:1:pos:R:3:nbo_charge:R:1
C -1.55 -0.10 -0.19 -0.917
C 1.51 0.14 -0.30 -0.921
P -0.07 0.96 0.46 0.574
H -2.02 -0.77 0.55 0.241
H -1.12 -0.81 -0.91 0.222
H -2.20 0.57 -0.63 0.215
H 1.55 -0.19 -1.26 0.223
H 1.86 -0.58 0.43 0.239
H 2.23 0.95 -0.31 0.223
H -0.20 -0.17 2.17 -0.098
```


(2)
C12H19FO7Si | ωB97M-V/def2-TZVPD

Output
SMILES = O=C(O)C[SiH2]CC(=O)F.O=C1CCCO1.O=C1CCCO1
multiplicity = 1
LUMO energy = 0.448 eV
HOMO = -10.129 eV
total charge = 0

Geometry as XYZ:
```
40
Properties=species:S:1:pos:R:3:nbo_charge:R:1
O -0.09 2.13 -1.64 -0.586
C 0.27 0.98 -1.79 0.802
O -0.32 0.21 -2.76 -0.706
C 1.21 0.25 -0.88 -0.974
Si 0.32 -0.04 0.76 1.167
C 0.11 1.65 1.59 -0.972
C 1.44 2.22 1.93 0.876
O 2.04 2.10 2.95 -0.548
F 1.99 2.91 0.91 -0.354
H 0.36 -0.30 -3.23 0.491
H 1.59 -0.67 -1.31 0.266
H 2.07 0.90 -0.66 0.272
H 1.09 -0.89 1.68 -0.171
H -1.00 -0.66 0.55 -0.143
H -0.47 1.51 2.50 0.286
H -0.42 2.31 0.90 0.282
O 0.45 -3.09 -0.63 -0.571
C 1.50 -3.49 -0.20 0.799
C 1.80 -4.83 0.43 -0.529
C 3.14 -4.58 1.13 -0.430
C 3.75 -3.49 0.25 -0.070
O 2.63 -2.74 -0.24 -0.502
H 1.88 -5.57 -0.37 0.239
H 1.00 -5.12 1.10 0.248
H 3.77 -5.46 1.21 0.226
H 2.96 -4.19 2.13 0.217
H 4.29 -3.89 -0.60 0.180
H 4.40 -2.81 0.80 0.204
O -2.64 3.08 1.93 -0.577
C -3.00 2.90 0.81 0.796
C -3.42 3.94 -0.22 -0.530
C -4.10 3.09 -1.29 -0.427
C -3.37 1.76 -1.15 -0.081
O -3.03 1.67 0.25 -0.499
H -2.52 4.42 -0.59 0.246
H -4.07 4.68 0.24 0.241
H -4.03 3.50 -2.30 0.224
H -5.16 2.96 -1.05 0.207
H -2.44 1.73 -1.73 0.206
H -3.98 0.90 -1.41 0.195
```


(3)
C38H39F3N6O13Si2 | ωB97M-V/def2-TZVPD

Output
multiplicity = 1
LUMO energy = -0.808 eV
HOMO = -8.793 eV
total charge = 0

Geometry as XYZ:
```
101
Properties=species:S:1:pos:R:3:mulliken_charge:R:1
C -5.93 -0.31 3.01 0.341
C -5.10 0.31 2.41 -0.801
Si -3.63 1.00 1.55 0.472
O -2.46 1.43 2.64 -0.139
Si -1.62 0.30 3.53 0.390
C -2.36 -1.45 3.38 -1.164
O -1.43 -2.23 4.19 -0.071
C -1.59 -3.56 4.24 0.812
F -1.47 -3.96 5.52 -0.266
F -0.62 -4.18 3.55 -0.279
F -2.76 -3.99 3.79 -0.250
C 0.22 0.15 3.12 -0.408
C 0.89 1.29 2.42 0.063
O 0.35 2.31 2.09 -0.563
N 2.31 1.06 2.18 0.085
C 2.47 0.83 0.74 -1.061
C 3.11 2.21 2.64 -0.893
H -6.62 -0.87 3.61 0.402
H -3.11 0.08 0.55 -0.095
H -4.06 2.23 0.86 -0.231
H -1.74 0.68 4.94 -0.216
H -3.34 -1.47 3.85 0.491
H -2.38 -1.85 2.37 0.640
H 0.39 -0.78 2.57 0.449
H 0.74 0.00 4.07 0.272
H 3.49 0.48 0.54 0.383
H 2.32 1.76 0.17 0.405
H 1.76 0.08 0.40 0.289
H 3.55 2.75 1.80 0.323
H 3.92 1.85 3.28 0.289
H 2.51 2.91 3.22 0.325
C 2.70 -4.54 5.83 -0.519
C 1.77 -3.51 5.91 0.257
C 2.08 -2.35 6.60 -0.664
C 3.32 -2.24 7.20 -0.040
C 4.26 -3.26 7.13 -0.515
C 3.94 -4.41 6.44 -0.397
N 3.66 -1.00 7.91 1.061
O 2.82 -0.13 7.97 -0.615
O 4.77 -0.92 8.40 -0.617
H 2.45 -5.44 5.29 0.423
H 0.81 -3.61 5.44 0.054
H 1.36 -1.54 6.67 0.711
H 5.22 -3.14 7.61 0.460
H 4.66 -5.22 6.38 0.373
C -3.26 5.33 9.08 -0.431
C -4.44 4.67 8.76 -0.381
C -4.40 3.40 8.20 -0.457
C -3.16 2.82 7.98 0.116
C -1.98 3.45 8.29 -0.336
C -2.03 4.72 8.85 -0.463
N -3.11 1.46 7.40 1.090
O -4.16 0.93 7.11 -0.615
O -2.02 0.96 7.24 -0.579
H -3.30 6.32 9.52 0.377
H -5.39 5.14 8.94 0.372
H -5.30 2.88 7.94 0.448
H -1.03 2.97 8.10 0.504
H -1.12 5.24 9.10 0.371
C -5.85 -2.41 -5.04 -0.617
C -4.57 -1.89 -5.19 -0.164
C -3.80 -1.62 -4.07 -0.446
C -4.33 -1.88 -2.82 0.059
C -5.60 -2.38 -2.65 -0.397
C -6.37 -2.65 -3.77 -0.432
N -3.50 -1.61 -1.63 1.076
O -2.39 -1.14 -1.80 -0.608
O -3.98 -1.86 -0.54 -0.575
H -6.45 -2.62 -5.91 0.395
H -4.18 -1.70 -6.17 0.295
H -2.80 -1.22 -4.18 0.596
H -5.99 -2.57 -1.65 0.465
H -7.37 -3.05 -3.65 0.374
C 1.63 -0.43 -8.72 -0.397
C 0.70 -0.58 -9.74 -0.580
C -0.65 -0.50 -9.47 -0.356
C -1.05 -0.25 -8.17 0.219
C -0.14 -0.10 -7.13 -0.277
C 1.21 -0.19 -7.42 -0.548
N -2.49 -0.15 -7.87 1.015
O -3.27 -0.30 -8.78 -0.609
O -2.81 0.09 -6.72 -0.607
H 2.69 -0.49 -8.95 0.485
H 1.03 -0.76 -10.76 0.368
H -1.39 -0.61 -10.25 0.452
H -0.48 0.09 -6.13 0.444
H 1.94 -0.07 -6.63 0.368
C 8.53 1.64 -9.56 -0.425
C 7.61 1.51 -10.59 -0.445
C 6.25 1.60 -10.32 -0.328
C 5.85 1.81 -9.02 0.144
C 6.75 1.94 -7.98 -0.358
C 8.10 1.85 -8.26 -0.421
N 4.41 1.92 -8.73 1.013
O 3.63 1.78 -9.66 -0.579
O 4.07 2.13 -7.58 -0.594
H 9.59 1.58 -9.77 0.377
H 7.95 1.35 -11.60 0.371
H 5.52 1.50 -11.11 0.445
H 6.40 2.11 -6.97 0.447
H 8.82 1.95 -7.45 0.370
```


(4)
H4O2Rb | ωB97M-V/def2-TZVPD

Output
multiplicity = 1
LUMO energy = -3.696 eV
HOMO = -16.175 eV
total charge = +1

Geometry as XYZ:
```
7
Properties=species:S:1:pos:R:3:nbo_charge:R:1
Rb 28.70 4.65 20.86 0.995
O 29.16 6.64 22.78 -0.983
H 29.20 7.60 22.71 0.498
H 29.98 6.41 23.24 0.488
O 28.80 2.45 22.66 -0.989
H 28.14 2.43 23.36 0.492
H 29.16 1.56 22.66 0.499
```


Total energy across the listed records, respectively: -421.64311; -1384.76059; -3656.23876; -176.78365 hartree.
Frontier orbital gap across the listed records, respectively: 9.1; 10.6; 8.0; 12.5 eV.